# 1
Computed, not measured: a cluster of 9 separate species, C21H63N3O9 in total, with ωB97M-V/def2-TZVPD.

XYZ file:
```
96
Properties=species:S:1:pos:R:3:forces:R:3
C 17.090835 7.893855 10.692550 -0.3 -0.9 0.8
O 16.170345 7.665585 11.791460 -0.3 0.5 -1.2
C 15.798265 8.825125 12.559780 -0.7 -0.9 0.1
C 14.632365 8.423685 13.546690 0.7 1.0 0.7
C 13.889975 9.645935 14.213820 0.4 -0.6 -1.3
N 15.067525 7.524865 14.597510 0.3 -0.9 0.1
H 17.122625 6.949205 10.149650 0.0 0.0 0.1
H 18.101865 8.079315 11.055240 0.1 0.2 0.2
H 16.838145 8.654525 9.953880 -0.5 0.4 0.4
H 16.742545 9.074785 13.043620 -0.3 0.8 0.6
H 15.398825 9.636005 11.950670 0.4 0.2 -0.4
H 13.913465 7.802825 13.012070 -0.1 0.4 -0.5
H 13.108885 9.285455 14.883200 0.3 -0.1 0.1
H 13.386085 10.225935 13.440650 0.0 0.1 -0.1
H 14.573155 10.341265 14.701560 0.1 -0.2 0.2
H 15.415385 6.709565 14.113380 0.0 -0.5 0.1
H 15.880415 7.825745 15.115950 0.0 0.7 0.1
C 11.287445 19.417355 11.077180 -0.3 -0.6 0.8
O 10.665805 18.199215 11.528530 -0.9 0.0 -1.4
C 9.244835 18.172935 11.262080 -0.5 -0.3 0.0
C 8.626275 16.992455 12.033420 0.6 -0.9 0.4
C 9.141385 15.676595 11.533740 2.3 -0.4 -0.9
N 7.187915 16.930875 12.004300 -0.6 1.7 0.2
H 12.357655 19.239745 10.971390 0.0 -0.1 0.3
H 11.076665 20.128695 11.875710 0.3 0.5 -0.3
H 10.945335 19.795015 10.113630 -0.4 -0.2 0.0
H 8.804875 19.141655 11.498990 -0.1 0.1 0.7
H 8.894375 18.034765 10.239250 0.9 -0.1 -0.7
H 9.082045 17.124805 13.014670 -0.3 -0.1 0.7
H 10.225535 15.783265 11.570560 0.4 -0.3 0.4
H 9.069635 15.461855 10.467510 -0.9 0.3 -0.2
H 8.909085 14.752615 12.063260 -0.4 0.3 0.3
H 6.864065 17.666955 12.615370 -0.5 0.3 -0.1
H 6.746625 16.096465 12.363640 0.6 -0.4 -0.1
C 12.965085 10.202485 10.065850 -0.4 -0.4 0.1
O 12.078755 11.063815 9.416980 -0.8 1.2 -1.5
C 11.497345 10.611325 8.180350 0.2 -0.4 -0.8
C 12.473585 10.224795 7.014190 -0.5 0.2 0.1
C 13.437925 11.318215 6.605730 0.8 0.8 0.7
N 11.677605 9.882715 5.816570 -0.3 -0.5 0.6
H 13.942205 10.231265 9.583640 0.2 -0.2 0.2
H 12.544665 9.196965 10.082350 0.2 -0.4 -0.1
H 12.976875 10.540825 11.101940 0.5 0.0 0.0
H 10.809395 9.801965 8.424780 0.2 -0.5 -0.2
H 10.851265 11.357415 7.717710 0.1 0.7 0.7
H 12.989815 9.324895 7.348520 0.3 0.0 -0.2
H 14.206595 10.966205 5.917740 0.0 -0.3 0.1
H 13.935135 11.798265 7.448600 0.3 -0.2 0.3
H 12.989185 12.167695 6.090840 -0.6 -0.2 0.0
H 12.304765 9.735695 5.038650 0.2 -0.3 0.0
H 11.149365 10.696095 5.534660 -0.3 0.2 0.1
C 11.589645 14.936935 8.732150 1.0 0.6 -0.3
C 12.211595 16.349375 8.625450 -0.3 -0.7 0.4
O 12.591075 16.727525 7.288740 -0.5 -0.3 0.7
H 12.215765 14.174125 8.269340 -0.1 0.1 -0.7
H 10.577865 14.980875 8.329090 0.1 -0.5 0.1
H 11.629925 14.582325 9.762070 -0.6 0.4 0.3
H 13.064045 16.437645 9.298990 0.3 -0.1 -0.1
H 11.457035 17.021325 9.034370 -0.1 0.3 -0.1
H 12.615915 17.686505 7.325470 0.1 0.1 -0.3
C 16.068895 13.552165 10.531720 0.7 0.0 0.9
C 16.579725 13.208245 11.949640 -0.8 0.4 -0.7
O 15.529145 12.577115 12.636780 0.0 -0.6 0.6
H 15.180965 14.184355 10.529050 -0.1 0.0 0.5
H 15.781415 12.601315 10.083030 0.3 0.2 -0.5
H 16.840245 14.146455 10.041880 0.1 -0.5 -0.6
H 16.898845 14.110895 12.470700 0.1 0.2 0.1
H 17.426545 12.522015 11.958040 0.0 0.0 -0.4
H 15.022665 13.273525 13.061150 -0.4 0.2 0.2
C 13.452775 16.146595 12.052140 -0.7 0.2 0.7
C 13.501985 15.951985 13.597810 0.7 0.3 -1.2
O 14.403915 14.881425 13.860940 0.2 -0.5 0.3
H 12.803085 16.983005 11.794400 -0.2 0.0 0.1
H 13.029435 15.255335 11.588950 -0.1 -0.1 0.1
H 14.398285 16.333205 11.542930 0.3 0.0 0.6
H 12.537275 15.708855 14.043150 -0.2 -0.1 -0.4
H 13.847685 16.846045 14.116700 0.0 0.2 -0.2
H 15.136995 15.165215 14.412000 -0.1 0.1 0.0
C 9.810975 9.904835 13.917820 0.3 1.0 0.0
O 8.893285 10.777315 13.286800 -1.0 -0.5 0.5
H 9.311985 9.035375 14.345780 -0.1 0.0 -0.4
H 10.612185 9.647755 13.224950 0.0 -0.5 0.0
H 10.280075 10.441975 14.742160 0.2 -0.1 0.3
H 9.360645 11.366825 12.690450 0.4 -0.1 -0.4
C 7.557525 11.480645 9.917220 -0.6 0.8 0.0
O 6.937655 11.016305 8.717410 0.3 -0.2 0.2
H 8.565325 11.821945 9.680710 0.0 -0.4 0.1
H 7.017675 12.361495 10.264720 0.0 0.3 0.1
H 7.511795 10.792015 10.760900 0.4 -0.4 -0.2
H 6.033955 10.785925 8.945130 0.0 -0.1 -0.1
C 11.545595 12.704825 12.332730 -0.4 -1.8 -0.8
O 10.589065 11.971355 11.508000 -0.2 1.3 0.7
H 11.055755 13.569575 12.780350 0.2 -0.1 0.0
H 11.846405 11.933195 13.041380 0.2 0.6 0.8
H 12.447785 12.942475 11.769110 -0.1 0.4 -0.1
H 10.997665 11.668975 10.693630 0.4 -0.1 -0.5
```
Forces are in eV/Å.

As for the energy relative to the best compared isomer or geometry (same formula, charge and spin): 0.892 eV. Its SMILES is COC[C@H](C)N.COC[C@H](C)N.COC[C@H](C)N.CCO.CCO.CCO.CO.CO.CO. The value obtained for the molar mass is 501.7 g mol⁻¹. Its total charge is 0. Its energy is -45691.59093 eV.

# 2
Computed, not measured: the molecule C7H12, with ωB97M-V/def2-TZVPD.

XYZ file:
```
19
Properties=species:S:1:pos:R:3:forces:R:3
C 4.002857 -0.083886 0.903702 0.1 0.0 0.1
C 2.703991 -0.389725 0.301461 -0.5 -0.2 -0.2
C 1.634066 -0.619018 -0.206272 0.5 0.2 0.2
C 0.299798 -0.756660 -0.801626 0.0 0.0 -0.1
C -0.785473 -0.086888 0.055016 0.0 0.1 0.1
C -2.088576 0.141699 -0.705659 0.0 0.0 -0.1
C -3.156625 0.806211 0.159532 -0.1 0.0 0.0
H 3.882660 0.592235 1.755466 0.0 -0.1 -0.1
H 4.659098 0.413654 0.182661 -0.1 -0.1 0.1
H 4.511866 -0.984502 1.262167 -0.1 0.1 -0.1
H 0.051542 -1.813430 -0.958416 0.1 0.1 0.0
H 0.308035 -0.295902 -1.798753 0.0 0.0 0.1
H -0.973524 -0.695699 0.949805 0.0 0.1 -0.1
H -0.405851 0.876862 0.412687 0.0 -0.1 0.0
H -2.463825 -0.814031 -1.094652 0.0 0.1 0.1
H -1.886913 0.771374 -1.583247 0.0 -0.1 0.1
H -3.395966 0.189528 1.032876 0.0 0.1 -0.1
H -2.812009 1.778702 0.530744 0.0 -0.1 -0.1
H -4.085156 0.969471 -0.397490 0.1 0.0 0.1
```
Forces are in eV/Å.

As for the energy relative to the best compared isomer or geometry (same formula, charge and spin): 1.282 eV. Its SMILES is CC#CCCCC. The value obtained for the molar mass is 96.2 g mol⁻¹. Its total charge is 0. Its energy is -7452.14943 eV.

no.,LUMO level (eV),strongest force on any atom (eV/Å),HOMO energy (eV)
1,0.44,2.54,-9.06
2,1.09,0.53,-9.33